Record 1
Formula: C21H39BBeBrClF11KMgN3O8S2
Source: the Open Molecules 2025 dataset
Level of theory: ωB97M-V/def2-TZVPD

Results
- 2S+1: 1
- LUMO energy: -4.29 eV
- Total charge: -1

```
90
Properties=species:S:1:pos:R:3:mulliken_charge:R:1
C 1.2817 -0.3616 -0.9003 -0.32
C 0.9296 0.8197 -0.2899 0.03
N 0.7784 2.0697 -0.9500 -0.15
C -0.6378 2.1600 -1.4790 1.72
C -0.5944 1.5363 -2.9234 -1.46
C -1.0440 3.6871 -1.4322 -1.12
C -2.2831 4.0998 -2.3181 -0.93
C -3.4867 3.0950 -2.3093 0.37
C -4.5136 3.3160 -1.1143 -1.04
C -5.7518 2.3380 -1.4039 -0.51
C -5.8189 1.1372 -0.3928 -0.83
C -5.5226 -0.3084 -1.0780 -0.30
C -6.3183 -0.5729 -2.3910 0.52
C -5.4620 -1.0823 -3.6142 -0.17
C -4.0962 -0.3423 -3.8292 -0.78
C -1.4548 1.2830 -0.4423 -0.20
O -1.7515 1.8106 0.6375 -0.53
O -1.8338 0.0776 -0.6693 -0.52
H 1.6785 -0.4331 -1.9360 0.33
H 1.0996 -1.3472 -0.3073 -0.03
H 0.7312 0.7571 0.8089 0.24
H 1.4688 2.2005 -1.6960 0.43
H -0.7798 0.4280 -2.8785 0.27
H 0.3822 1.6783 -3.4500 0.37
H -1.3809 1.9378 -3.6158 0.37
H -1.1303 4.0404 -0.3691 0.37
H -0.1575 4.2478 -1.8457 0.35
H -2.6679 5.0729 -1.9020 0.40
H -1.9633 4.3413 -3.3686 0.36
H -4.0866 3.3059 -3.2435 0.52
H -3.2014 2.0175 -2.3681 -0.59
H -4.0659 3.1565 -0.1057 0.39
H -4.9383 4.3538 -1.1773 0.39
H -5.6643 2.0443 -2.4766 0.30
H -6.7096 2.9181 -1.3102 0.44
H -6.7665 1.1193 0.2119 0.29
H -4.9773 1.3270 0.3731 0.49
H -4.3834 -0.4136 -1.1731 -0.06
H -5.8759 -1.1048 -0.3110 0.54
H -7.0849 -1.3881 -2.1636 -0.75
H -6.9282 0.3342 -2.7516 -0.03
H -6.0848 -0.8804 -4.5478 0.21
H -5.3299 -2.1963 -3.5875 0.30
H -3.3755 -0.6333 -3.0179 0.01
H -4.1722 0.7689 -3.8346 0.13
H -3.6468 -0.7348 -4.7803 0.44
K -4.3270 -0.7117 1.1069 0.86
F -1.2737 3.3152 2.1765 -0.41
Mg -8.2979 -0.3282 -3.7081 0.54
C -3.4789 -5.9322 2.2839 -0.36
O -3.6616 -4.5151 2.3333 -0.49
H -4.1879 -6.3527 1.5742 0.30
H -2.4626 -6.1617 1.9592 0.03
H -3.6591 -6.3606 3.2713 0.26
H -3.0238 -4.1684 2.9677 0.30
Br -0.1609 -2.4473 0.2830 -0.04
Be -2.0383 -3.0771 -0.1832 0.30
B 4.6658 1.9230 0.1236 0.64
F 5.8963 1.2543 -0.0483 -0.37
F 3.8044 1.1245 0.9498 -0.44
F 4.8783 3.1711 0.7411 -0.38
F 4.0383 2.1202 -1.1563 -0.42
C -0.3145 -7.8701 2.6847 -0.07
O -0.9633 -8.8975 2.6903 -0.62
N 0.4917 -7.4492 3.6845 0.12
C 1.2367 -6.2062 3.6037 -0.92
C 0.6154 -8.2682 4.8771 -0.95
H -0.3365 -7.1766 1.8265 0.45
H 2.3040 -6.4207 3.6854 0.35
H 0.9347 -5.5519 4.4247 0.33
H 1.0470 -5.7008 2.6570 0.31
H 0.9939 -9.2536 4.5998 0.30
H -0.3683 -8.3899 5.3347 0.30
H 1.2949 -7.8021 5.5883 0.39
C 8.1355 2.7015 2.8119 0.67
F 7.0574 1.9240 2.7065 -0.20
F 7.7241 3.8730 3.3362 -0.26
F 8.9381 2.1349 3.7419 -0.26
S 8.9948 2.9295 1.2101 0.96
O 8.0240 3.5577 0.3621 -0.57
O 9.3852 1.6002 0.8166 -0.65
N 10.1599 3.8692 1.7602 -0.27
S 11.2016 4.3379 0.6635 1.01
O 10.7209 5.2834 -0.3113 -0.65
O 12.0859 3.3233 0.1477 -0.65
C 12.2542 5.3342 1.7840 0.65
F 12.7750 4.5946 2.7831 -0.25
F 11.5665 6.3298 2.3755 -0.24
F 13.2892 5.9047 1.1444 -0.23
Cl -8.3690 -3.2450 -1.9402 -0.59
```

***

Record 2
Formula: C5H11NO
Source: the Open Molecules 2025 dataset
Level of theory: ωB97M-V/def2-TZVPD

Results
- 2S+1: 1
- Energy above the lowest of the compared OMol25 structures with the same formula, charge and spin: 85.3 kcal/mol
- LUMO energy (spin up / spin down): 0.57 / 0.57 eV
- Total charge: 0

```
18
Properties=species:S:1:pos:R:3:mulliken_charge:R:1
C 0.9266 0.1463 -2.0403 -0.98
C -0.4607 0.0646 -1.4993 -0.25
C -1.5219 -1.0072 0.2156 -0.96
N -0.7555 0.0522 -0.1988 0.13
C -0.1661 0.9704 0.7845 -0.75
C 0.8813 0.2757 1.6587 -0.28
O 0.3179 -0.7001 2.4908 -0.53
H 1.5364 0.9273 -1.5742 0.30
H 0.9007 0.3139 -3.1203 0.34
H 1.4377 -0.8180 -1.8709 0.22
H -1.2535 -0.3157 -2.1334 0.54
H -1.4157 -1.8984 -0.3909 0.38
H -2.4411 -0.8366 0.7678 0.30
H 0.2558 1.8327 0.2558 0.36
H -0.9808 1.3241 1.4279 0.28
H 1.6690 -0.1362 1.0032 0.22
H 1.3521 1.0245 2.3074 0.32
H -0.2823 -1.2197 1.9163 0.36
```

***

Number 1: E -200226.85287 eV, maximum force 0.09004 Eh/bohr. Number 2: E -8897.99804 eV, maximum force 0.00785 Eh/bohr.